[1]
A structure of composition B2F8Sn at a distorted geometry, computed with ωB97M-V/def2-TZVPD.

The gap between HOMO and LUMO (spin up / spin down) is 9.429 / 1.884 eV. As for the net charge: +1. The value obtained for the LUMO energy (spin up / spin down) is -8.8 / -13.6 eV. The spin multiplicity is 2.

XYZ file:
```
11
B2F8Sn | the Open Molecules 2025 dataset | ωB97M-V/def2-TZVPD
Sn 0.126 -0.093 -0.552
B 2.343 2.202 0.089
F 1.247 2.076 0.945
F 3.056 3.361 0.432
F 3.066 1.035 -0.076
F 1.824 2.391 -1.160
B -2.364 -2.225 0.057
F -2.456 -1.748 -1.195
F -1.227 -2.994 0.167
F -2.152 -1.093 0.810
F -3.463 -2.912 0.483
```



[2]
A structure of composition B4F12H4Mn at a distorted geometry, computed with ωB97M-V/def2-TZVPD.

The gap between HOMO and LUMO (spin up / spin down) is 8.807 / 9.207 eV. As for the net charge: -2. The value obtained for the LUMO energy (spin up / spin down) is 5.7 / 5.7 eV. The spin multiplicity is 6.

XYZ file:
```
21
B4F12H4Mn | the Open Molecules 2025 dataset | ωB97M-V/def2-TZVPD
Mn 0.136 0.037 0.002
B 2.070 -1.338 0.552
H 2.829 -1.836 -0.267
H 2.515 -1.432 1.677
H 2.081 -0.191 0.209
H 1.021 -1.890 0.402
B 0.571 2.509 0.058
F 1.597 1.945 -0.756
F 0.648 1.768 1.285
F 0.721 3.862 0.240
F -0.639 2.129 -0.571
B -2.002 -0.210 1.788
F -0.638 -0.580 1.949
F -2.138 0.046 0.389
F -2.888 -1.205 2.187
F -2.249 0.962 2.511
B -0.752 -0.929 -2.355
F 0.276 0.057 -2.132
F -0.430 -1.716 -3.452
F -0.763 -1.701 -1.162
F -1.968 -0.287 -2.554
```



| no. | energy (a.u.) |
| --- | --- |
| 1 | -1062.78410 |
| 2 | -2452.02725 |